C3H8CsO | ωB97M-V with the def2-TZVPD basis set

Properties
Total charge: +1
LUMO: -3.9 eV
Orbital gap: 9.5 eV
Relative energy (zero: lowest compared OMol25 entry of this formula, charge and spin): 0.513 eV
HOMO level: -13.4 eV
Multiplicity: 1

Element x y z (Å)
Cs -0.7778 -4.4864 1.2311
C 0.1863 0.7628 1.2079
C -0.3472 0.4892 -0.2132
C 0.7150 0.2475 -1.1653
O -1.1983 -0.6541 -0.1632
H 0.6366 -0.1711 1.5444
H -0.5292 1.1001 1.9578
H 1.0071 1.4797 1.2315
H -0.9473 1.3439 -0.5255
H 1.2470 1.1909 -1.2873
H 0.3372 -0.1737 -2.0970
H 1.3906 -0.5018 -0.7526
H -1.7200 -0.6270 -0.9686

Atomic forces in eV per Å
-0.020 0.222 -0.052
0.271 -0.414 -0.252
-1.295 0.959 1.888
1.589 -0.228 -0.733
-0.460 -0.584 0.451
-0.028 -0.176 0.236
-0.300 -0.159 -0.335
-0.075 0.138 -0.366
-0.140 0.152 -0.045
0.274 -0.212 -0.514
0.051 0.419 -0.210
0.287 0.000 -0.017
-0.153 -0.117 -0.052